{"formula": "C81H203N5O41", "method": "ωB97M-V/def2-TZVPD", "homo_energy_ev": -8.01, "total_energy_ha": -6565.90446, "relative_energy_ev": 2.041, "lumo_energy_ev": -0.1, "molar_mass_g_mol": 1903.51, "fmax_ev_per_a": 5.17, "elements": ["H", "C", "H", "O", "H", "H", "H", "C", "H", "H", "O", "H", "H", "O", "C", "H", "H", "C", "O", "O", "H", "H", "H", "C", "H", "H", "H", "H", "H", "O", "C", "O", "C", "C", "O", "C", "H", "O", "C", "H", "H", "H", "H", "H", "C", "C", "O", "H", "H", "H", "C", "H", "H", "O", "H", "O", "C", "H", "H", "O", "H", "H", "H", "H", "H", "H", "H", "C", "O", "C", "H", "H", "O", "H", "O", "H", "H", "H", "O", "H", "H", "C", "H", "H", "H", "C", "H", "H", "H", "H", "H", "H", "H", "H", "C", "H", "H", "H", "H", "H", "H", "O", "H", "C", "C", "H", "H", "O", "H", "C", "C", "H", "C", "H", "O", "N", "H", "H", "C", "C", "H", "H", "C", "C", "C", "H", "C", "H", "H", "O", "H", "C", "O", "H", "H", "H", "C", "H", "C", "H", "H", "O", "C", "H", "H", "C", "C", "H", "H", "C", "H", "H", "C", "H", "H", "H", "O", "H", "C", "H", "C", "H", "H", "N", "H", "C", "H", "H", "O", "H", "H", "H", "C", "C", "H", "C", "H", "O", "H", "O", "H", "C", "H", "H", "H", "C", "H", "H", "H", "H", "H", "H", "H", "H", "H", "H", "H", "H", "C", "H", "C", "C", "O", "H", "H", "O", "H", "H", "H", "C", "O", "C", "C", "O", "H", "O", "H", "C", "H", "C", "O", "C", "H", "C", "H", "H", "H", "H", "C", "H", "H", "H", "H", "C", "C", "C", "H", "H", "H", "C", "H", "C", "C", "H", "C", "C", "N", "H", "O", "H", "H", "H", "C", "H", "H", "H", "H", "H", "H", "H", "C", "H", "H", "H", "C", "C", "H", "C", "H", "O", "O", "H", "H", "H", "C", "H", "H", "H", "H", "H", "H", "C", "H", "N", "H", "C", "H", "C", "H", "H", "H", "H", "H", "O", "H", "H", "H", "H", "H", "H", "H", "H", "O", "O", "H", "C", "H", "H", "O", "C", "H", "H", "O", "C", "H", "N", "H", "H", "C", "C", "H", "H", "C", "H", "H", "H", "C", "H", "H", "H"], "xyz": [[6.43, 0.38, 2.23], [6.43, -0.40, 2.99], [-8.67, 3.25, -3.26], [-3.18, 5.11, -3.74], [3.93, 2.00, 5.66], [2.18, -2.42, 1.83], [4.45, 1.73, 3.39], [4.74, -5.77, -2.74], [-1.96, 3.73, -6.79], [-1.19, -4.72, 0.45], [-4.07, 6.09, -1.28], [2.30, -3.23, -5.24], [-6.63, -7.57, -1.42], [-7.15, 1.75, 2.13], [-1.20, -6.76, -6.25], [-2.48, 0.28, -2.06], [-3.11, -0.66, -4.87], [-3.39, 3.74, -3.85], [-2.06, -3.81, 7.79], [4.29, -3.40, -2.80], [7.41, -0.86, 3.06], [0.47, -4.75, -5.15], [-2.89, -4.28, -3.28], [3.43, 5.11, -0.93], [6.89, 2.06, 4.56], [-8.31, 3.28, -1.64], [3.46, 0.46, -7.89], [3.03, -7.66, 1.92], [-0.70, -6.49, 0.47], [-4.34, 0.43, 5.46], [3.25, -0.14, 5.92], [7.13, 0.31, -0.77], [-0.63, -5.63, -3.57], [-3.87, 4.62, 4.28], [-2.78, -2.17, -3.42], [-0.46, -6.85, -2.62], [3.87, -2.77, -2.21], [3.06, -6.72, 0.07], [-1.11, -0.91, 0.26], [3.65, 6.07, -1.41], [-2.85, -1.73, 5.68], [5.49, 1.06, 0.25], [-0.07, 0.52, 3.25], [0.51, 2.47, -6.32], [-0.82, -4.34, 7.34], [1.66, 0.55, -6.07], [-2.95, -5.23, -3.35], [-4.23, 7.51, 0.80], [3.66, 7.42, 3.88], [-1.80, -8.71, -4.67], [5.81, 0.10, 4.36], [4.42, -3.52, 1.68], [-5.83, 4.49, 0.64], [-9.79, 1.81, -2.29], [-3.56, -0.20, 3.67], [5.76, -7.89, -0.02], [-2.33, -0.83, 5.35], [3.02, -3.84, -7.33], [3.21, -4.60, -1.57], [0.68, -5.18, 1.10], [-6.44, -1.28, 3.62], [-3.63, 5.80, -2.08], [-3.36, 5.54, -4.58], [-3.32, -8.61, -5.48], [0.82, 4.77, 7.35], [4.18, -1.58, -5.06], [4.66, 3.37, 1.14], [4.71, 6.07, 0.92], [4.52, -1.23, -0.66], [5.85, 0.90, -0.77], [-0.13, -3.66, 7.83], [2.67, 9.76, -1.74], [2.84, 8.54, -0.12], [2.41, 7.79, 0.28], [4.08, -7.00, -2.36], [-1.30, -4.61, 2.89], [-0.63, 4.36, 8.09], [0.22, 9.15, -2.09], [2.66, 0.03, -8.20], [2.97, -2.63, -8.60], [0.36, -2.55, 0.35], [3.57, -3.98, 2.19], [0.51, -6.71, -2.14], [0.96, 2.67, -0.76], [-1.31, -6.77, -1.94], [-6.05, 2.52, 1.63], [3.18, -8.62, 0.45], [1.51, 6.40, -3.57], [-1.42, 3.61, 0.09], [5.33, -7.57, -0.81], [4.97, 0.77, 7.57], [-1.37, 3.41, -4.61], [-1.43, 5.20, 3.99], [-0.54, 8.00, -0.12], [3.92, -2.37, 6.60], [1.88, 4.37, 3.27], [-0.54, -5.33, 7.69], [-3.88, -6.68, -6.80], [-0.08, 5.17, -4.64], [4.71, -2.99, 7.02], [-9.81, 1.36, -1.44], [1.57, -3.64, 3.29], [0.55, 2.44, 7.04], [2.55, -2.91, -7.64], [0.69, 1.62, -0.65], [-1.16, -7.37, 2.72], [5.26, -6.57, 1.43], [-1.55, 0.18, -1.87], [2.82, -2.31, 3.51], [-4.69, -7.42, -1.35], [-0.70, 1.59, -0.05], [-3.40, -5.04, -6.22], [1.15, 7.46, 2.77], [-2.63, 7.21, 1.53], [1.06, 5.37, 0.90], [2.07, -0.47, -7.05], [0.46, 9.79, -0.64], [-5.28, -1.54, -2.91], [-3.25, 0.16, 4.65], [-4.81, -0.87, -3.64], [0.81, -1.71, -3.57], [1.46, -5.99, -4.27], [4.50, 0.80, 3.96], [2.57, -2.98, 2.69], [2.30, 8.79, -1.42], [-6.23, -0.59, 0.95], [-7.48, 1.49, -2.74], [-6.27, -4.93, 0.15], [-6.76, 1.00, 2.59], [4.17, -4.77, 3.25], [1.15, 7.91, 3.77], [0.22, -1.62, -0.21], [0.82, 7.33, -6.04], [6.61, -2.54, 4.76], [3.17, -2.61, 7.35], [3.01, 5.19, 4.36], [0.31, -6.82, -5.75], [-4.87, -0.37, 5.42], [-3.56, -6.08, -5.95], [1.03, -4.27, 4.68], [-1.09, -5.89, -6.91], [-6.00, -5.48, -0.60], [3.54, -7.72, 0.95], [-4.14, 4.63, 6.13], [4.42, -7.70, -2.92], [-3.17, 7.35, 0.59], [0.01, 3.09, 6.35], [5.77, -1.20, 2.66], [-7.31, 5.38, 2.50], [4.89, -0.10, -1.39], [2.62, 1.57, 4.71], [3.42, 8.07, 2.19], [-0.66, -4.45, 5.74], [-1.79, 0.72, 6.30], [3.95, 0.38, -1.65], [-0.59, -1.53, 2.40], [-0.84, -6.61, 3.21], [1.06, -4.11, 2.63], [-0.58, 1.70, 1.53], [-7.49, 3.98, 0.83], [-0.34, -4.33, -2.80], [-1.04, -4.05, -2.01], [1.00, 0.27, 1.98], [-1.93, -5.57, -4.26], [-1.67, 5.47, 6.34], [-0.07, 0.42, 2.16], [2.53, 6.17, -6.27], [-7.73, 0.30, -1.14], [-3.37, 4.80, 5.58], [-6.58, -4.10, 2.55], [2.50, 4.74, -1.38], [6.13, -0.49, 7.85], [1.99, 6.76, -5.53], [-6.32, -2.71, 1.20], [4.16, 4.39, -1.28], [0.87, -0.04, -4.91], [-1.61, 3.04, 5.37], [6.59, -1.92, 5.49], [2.99, 3.02, 0.76], [-6.59, 4.75, 2.50], [-0.12, -0.34, -5.24], [6.68, 1.15, 5.13], [-2.91, 5.24, 0.14], [-4.95, -6.56, 0.70], [1.06, -6.63, -6.51], [-3.02, 6.18, -0.40], [4.51, -2.64, -6.28], [5.48, -8.26, 1.86], [0.67, -4.36, -2.41], [-4.01, -5.58, -0.45], [0.98, 1.76, -7.83], [4.73, 5.54, 3.00], [-1.05, -3.50, 5.36], [-3.37, -8.09, -3.94], [-4.41, -6.13, -5.26], [0.78, 0.67, -4.08], [5.67, 5.65, 0.64], [5.31, -1.58, -0.24], [-2.33, -6.67, -5.21], [3.48, 0.68, -4.85], [-2.29, -1.88, 0.07], [4.07, -1.64, -6.15], [-7.04, 0.84, -1.55], [0.17, 2.46, 1.74], [-3.74, -7.92, -1.17], [-1.79, 5.30, 3.10], [4.52, -0.53, 8.57], [4.76, -4.32, -1.03], [-5.74, 2.00, 0.73], [1.77, -2.30, -5.42], [-1.81, -0.21, 6.52], [1.57, -1.34, -4.26], [3.52, 7.18, 2.82], [0.79, 4.78, -4.56], [-4.89, -1.29, 1.87], [-2.80, 8.57, 0.02], [2.55, 7.61, -5.13], [-4.87, -6.24, -0.34], [-2.49, -5.68, 2.36], [-0.69, -5.53, 0.98], [-5.88, -3.87, 1.93], [0.60, 1.52, -6.84], [-5.90, -2.86, 0.21], [4.23, -4.53, -1.96], [-1.39, 2.99, -1.59], [-1.35, -7.58, -6.95], [1.02, 8.16, -6.46], [-1.30, -5.22, 5.31], [-2.39, 3.17, -4.91], [-3.91, -2.15, -5.20], [0.65, 3.27, 5.49], [7.53, 0.73, 5.65], [7.10, -0.58, -0.40], [-1.58, 2.74, -0.55], [3.65, 3.76, 1.21], [-0.18, 4.44, 7.10], [0.14, -1.93, -1.25], [2.51, -0.60, 5.27], [-2.05, 6.29, -0.88], [5.05, -7.59, 1.12], [3.47, 3.57, 2.27], [2.15, 5.34, 3.70], [-3.23, 5.50, 3.27], [2.41, 2.18, -4.90], [4.49, -0.97, 6.31], [-2.67, -8.08, -4.78], [5.49, -1.07, 5.20], [1.51, -3.03, -7.95], [-1.19, 2.51, 6.05], [-1.95, -0.38, 2.17], [-2.38, -1.49, -2.87], [-6.64, 2.05, -3.15], [2.81, 1.32, -5.43], [1.24, 8.28, 2.07], [2.47, -1.13, -3.67], [3.56, -2.68, 5.62], [3.43, -5.32, 3.53], [-1.53, -1.18, 4.69], [-2.45, -2.27, -0.93], [0.50, -7.82, -5.37], [4.73, 6.46, 2.41], [-3.71, 3.64, 3.84], [-0.43, 1.15, -6.89], [-1.53, 2.11, 1.89], [-6.51, 3.97, 1.31], [2.24, 6.40, 2.56], [4.03, 0.11, 3.25], [5.07, -0.31, 7.66], [-2.68, 1.08, 4.53], [-4.41, 0.30, -2.89], [-0.71, 5.48, 6.29], [-3.24, -1.35, 0.21], [1.35, 5.44, 4.43], [2.64, 8.15, -2.23], [-8.59, 2.56, -2.42], [4.69, -0.87, -6.60], [0.57, 1.29, -1.68], [-3.70, 5.15, 2.36], [4.62, 7.01, 0.38], [5.60, 7.06, 2.68], [6.06, 1.66, 5.87], [0.78, 8.90, -1.19], [1.09, -0.99, 0.00], [2.25, 5.89, 1.15], [-3.48, 8.63, -0.66], [0.48, -5.74, -4.68], [2.72, 0.17, 6.81], [-0.98, -0.72, 1.79], [4.36, -5.62, -3.75], [-0.35, -3.47, -3.48], [-5.24, 2.51, 2.36], [-3.58, 6.53, 3.36], [-4.95, 4.75, 4.31], [-2.68, 3.74, -6.16], [-7.75, 0.81, -3.54], [0.17, 7.04, 2.54], [3.17, -4.56, 1.36], [0.79, -2.59, -5.81], [1.18, -6.00, 1.15], [-5.68, -0.58, -4.23], [-3.50, 3.35, -2.84], [3.42, 1.83, -6.18], [0.77, -4.71, 5.49], [-6.73, -0.77, 2.86], [-0.40, -7.85, -3.04], [-5.97, -1.31, 1.72], [-7.35, -2.81, 0.88], [5.16, -0.43, -2.40], [0.24, 7.73, -0.62], [2.63, -1.75, -6.61], [0.76, 6.09, 0.35], [2.77, 5.31, -4.13], [-5.89, -8.18, -1.32], [-3.61, -1.50, -4.38], [-2.24, -2.75, 0.73], [-1.45, 0.36, -0.43], [3.47, -6.89, -0.78], [-5.20, 0.73, -2.55], [3.55, 1.15, 5.09], [1.81, 5.75, -4.40], [-2.65, 2.58, -0.43], [-4.73, -6.95, -2.34], [-1.40, -5.58, 2.40], [-4.40, 3.60, -4.24], [5.83, -5.82, -2.72], [5.84, 1.81, -1.36], [3.43, 5.21, 0.61], [-2.00, -3.92, 8.75], [1.41, 1.00, -0.10], [-2.45, 2.08, -4.98]], "mulliken_charge": [0.390, -1.761, 0.385, -0.683, 0.398, -0.891, 0.239, -0.592, 0.370, -1.135, -0.694, 0.503, 0.349, -0.653, -1.610, -0.554, 0.051, -0.112, -0.516, -0.420, 0.447, 0.293, 0.035, -1.783, 0.426, 0.067, 0.403, 0.397, 0.727, -0.695, -1.005, -0.591, 1.144, -0.584, 0.682, -1.082, -0.069, -0.110, 3.503, 0.284, 0.555, -0.126, 1.090, 0.005, -0.654, 1.866, 0.087, 0.506, 0.355, 0.340, 1.501, 0.103, 0.115, -0.532, -0.396, -0.596, 0.854, 0.374, -0.337, -0.036, 0.343, 0.423, 0.310, 0.475, 0.401, 0.153, 0.575, -1.590, 0.121, -0.114, 0.270, 0.412, -0.506, -0.024, -0.731, -0.352, 0.421, 0.435, -0.479, 0.391, -0.637, 0.397, 0.170, 0.143, -0.181, 1.047, 0.356, -0.152, -0.194, 0.377, 0.372, -0.329, -0.067, -0.116, -1.614, -0.314, 0.342, 0.470, 0.172, 0.469, 0.345, 0.708, 0.441, -2.069, -0.808, 0.365, 0.163, 1.095, -0.818, -0.185, 3.354, 0.339, -2.026, -0.150, 1.285, 0.297, 0.397, 0.172, 0.824, -0.660, -0.786, -0.062, -0.093, 1.370, -0.418, -0.492, 0.098, 0.350, 0.352, -0.695, 0.501, 0.423, -0.517, 0.327, 0.347, 0.241, -1.160, 0.401, -1.996, 0.496, 0.406, -0.693, -0.455, 0.336, 0.284, -0.826, 0.506, 0.172, 0.267, -0.338, 0.457, 0.560, 0.783, 0.452, 0.082, -0.319, -0.560, 0.076, -0.805, 0.458, -0.294, 0.068, -0.427, 0.612, 0.360, -0.532, 0.286, 0.171, -0.381, 0.282, 0.229, 0.317, -0.642, -0.919, 0.401, -1.325, -0.097, -0.558, -0.052, -0.461, 0.523, -1.984, -0.545, 0.437, 0.468, 1.245, 0.426, 0.384, -0.193, -0.237, 0.439, 0.058, -0.529, 0.025, 0.328, -0.151, 0.478, 0.074, 1.696, 0.240, -1.544, -1.303, -0.246, -0.665, 0.340, 0.205, 0.446, 0.312, -0.046, -1.256, -0.473, 0.909, -1.570, -0.285, -0.144, -0.572, 0.400, 0.320, 0.803, 0.824, -0.508, -1.283, 0.206, 0.661, 0.221, 0.473, 0.313, 0.225, 0.892, 0.442, -0.377, 0.353, 0.401, -1.825, -0.877, -1.056, -0.666, -0.264, 0.387, -0.342, -0.317, -1.702, -0.217, 0.201, 1.321, -1.398, 1.319, 0.477, -0.380, -1.077, -0.311, -0.018, -1.651, 0.272, -0.095, 0.184, 0.427, -0.834, -0.531, 0.414, -0.468, -0.391, 0.301, 0.248, -0.511, 2.522, -0.233, -1.848, -0.275, 0.097, -0.500, 0.197, 0.579, 0.047, -0.437, 0.174, -0.671, 0.098, 0.447, 0.525, 0.346, -0.770, -0.058, 0.491, 0.363, -0.583, 0.626, 0.041, 0.405, 0.326, -0.463, 0.360, 0.660, -0.659, 0.256, 0.109, -0.557, 0.495, -0.276, 0.592, -0.097, 0.491, -0.601, -0.650, 0.398, 1.455, 0.450, 0.200, -0.166, 1.805, -0.284, 0.355, -0.646, -0.630, 0.262, -0.214, -0.041, -0.382, -1.092, 0.024, 0.381, -0.001, -0.697, 0.473, 0.326, 0.403, 1.631, 0.313, 0.003, -0.082]}